This record from OMol25 describes a 8-piece molecular cluster, C22H37N7O4 overall in a non-equilibrium geometry. The level of theory is ωB97M-V/def2-TZVPD.

Results
multiplicity = 1
Kohn-Sham gap = 9.625 eV
structure (SMILES) = CCC[C@@H](C)OC(=O)OOCC.CC#N.CC#N.CC#N.CC#N.CC#N.CC#N.CC#N
E_HOMO = -9.56 eV

```
70
C22H37N7O4 ωB97M-V/def2-TZVPD
C -0.9755 1.9525 -3.0018
C -2.4584 1.5435 -2.5273
C -3.1184 0.3931 -3.4744
C -2.4206 -0.9978 -3.0970
C -3.2758 -1.7523 -1.9345
O -2.3222 -1.9519 -4.1920
C -1.1451 -1.7780 -4.9554
O -1.2489 -1.1626 -6.0514
O 0.1421 -2.2874 -4.6288
O 0.3024 -2.4771 -3.2930
C 1.2539 -1.5232 -2.7292
C 1.9773 -0.6194 -3.8588
H -0.3026 1.0221 -3.1065
H -0.5420 2.6507 -2.1907
H -0.9444 2.4833 -4.0133
H -2.5079 1.2343 -1.4161
H -3.0966 2.5025 -2.6078
H -4.2443 0.4085 -3.2103
H -3.0533 0.6827 -4.5755
H -1.4081 -0.7511 -2.6032
H -4.3559 -1.8952 -2.2950
H -2.7314 -2.7598 -1.7787
H -3.1894 -1.1589 -0.9654
H 2.0959 -2.0842 -2.1754
H 0.8032 -0.7981 -1.9716
H 2.5012 -1.2625 -4.6552
H 2.7944 0.0422 -3.4028
H 1.2339 0.0808 -4.3886
C 5.7186 -1.5973 -2.8588
C 4.7606 -1.3902 -1.7254
N 4.0065 -1.2269 -0.8315
H 5.8210 -2.6614 -3.0685
H 5.3505 -1.0926 -3.7537
H 6.6994 -1.1898 -2.5954
C 8.6887 -1.0788 0.2388
C 8.6705 -1.1988 -1.2546
N 8.6561 -1.2927 -2.4310
H 8.0466 -1.8428 0.6801
H 9.7066 -1.2110 0.6089
H 8.3263 -0.0936 0.5359
C -3.6164 2.6292 1.7937
C -2.8890 3.1833 0.6056
N -2.3172 3.6194 -0.3298
H -4.6658 2.4758 1.5478
H -3.1760 1.6744 2.0862
H -3.5449 3.3254 2.6304
C -6.3199 2.6974 5.4020
C -6.3637 2.5661 3.9081
N -6.4003 2.4654 2.7342
H -6.9466 1.9309 5.8608
H -5.2955 2.5778 5.7562
H -6.6868 3.6817 5.6979
C -2.0214 1.0233 6.8410
C -3.0721 0.7216 5.8170
N -3.8996 0.4840 5.0101
H -2.1904 2.0145 7.2651
H -2.0589 0.2822 7.6414
H -1.0334 0.9971 6.3783
C -4.9837 2.5623 9.7467
C -4.2597 3.1160 8.5573
N -3.6898 3.5519 7.6208
H -6.0353 2.4065 9.5012
H -4.5411 1.6090 10.0396
H -4.9122 3.2602 10.5822
C 8.1773 -5.0667 -4.3576
C 7.0233 -4.2439 -4.8435
N 6.1158 -3.5953 -5.2259
H 8.4354 -4.7773 -3.3377
H 7.9104 -6.1245 -4.3717
H 9.0428 -4.9087 -5.0028
```

---

This record from OMol25 describes a 2-piece molecular cluster, C2H6NOPS overall in a non-equilibrium geometry. The level of theory is ωB97M-V/def2-TZVPD.

Results
multiplicity = 1
Kohn-Sham gap = 7.896 eV
structure (SMILES) = C=NOP=S.C
E_HOMO = -9.41 eV

```
12
C2H6NOPS ωB97M-V/def2-TZVPD
C -0.9266 -1.7836 0.6062
N -2.1007 -1.3702 0.8850
O -2.3753 -0.1416 1.2831
P -1.4454 1.2530 1.6244
S -2.8660 2.5623 1.8132
H 0.0165 -1.0938 0.7121
H -0.8041 -2.6948 0.0472
C 2.1142 0.6563 -1.4152
H 2.9559 0.1698 -2.0119
H 2.5084 1.0106 -0.4634
H 1.2294 0.0051 -1.1164
H 1.6937 1.4267 -1.9644
```

---

This record from OMol25 describes C3H3AuO3 as an isolated structure in a non-equilibrium geometry. The level of theory is ωB97M-V/def2-TZVPD.

Results
multiplicity = 4
Kohn-Sham gap (spin up / spin down) = 7.372 / 6.501 eV
charge = +1
E_HOMO (spin up / spin down) = -12.24 / -15.34 eV

```
10
C3H3AuO3 ωB97M-V/def2-TZVPD
O 2.0794 -0.1051 -0.1765
O -0.6962 1.2052 -0.5549
C -1.7578 0.5903 -0.0639
C -1.7781 -0.6913 0.3755
O 4.2556 -0.7986 0.0147
C 3.3681 0.0104 0.0104
Au 0.9243 1.0402 -0.6366
H -2.6451 1.2204 0.1116
H -1.1542 -1.4537 -0.1000
H -2.5961 -1.0177 1.0196
```

---

This record from OMol25 describes C6H24KO6 as an isolated structure in a non-equilibrium geometry. The level of theory is ωB97M-V/def2-TZVPD.

Results
multiplicity = 1
Kohn-Sham gap = 9.933 eV
charge = +1
E_HOMO = -12.49 eV

```
37
C6H24KO6 ωB97M-V/def2-TZVPD
K 0.0218 -0.0103 0.1232
C -0.6952 -1.1618 -2.2140
O 0.4594 -0.8931 -1.4553
H -1.5756 -1.2123 -1.5735
H -0.8287 -0.4365 -3.0166
H -0.6685 -2.1621 -2.6462
H 1.1741 -0.7408 -2.0778
C -1.3360 1.9022 -0.8747
O -1.2452 0.5243 -1.2942
H -2.3034 2.3300 -1.1381
H -1.1899 1.9616 0.2039
H -0.5304 2.4810 -1.3265
H -1.5529 0.4819 -2.2026
C 1.3363 1.2993 -1.7564
O 1.5504 1.0816 -0.3516
H 2.1725 0.9781 -2.3776
H 0.4547 0.7377 -2.0653
H 1.0228 2.2997 -2.0550
H 2.3176 1.6401 -0.2064
C 0.6178 -2.4407 1.0977
O -0.4726 -1.6039 0.9090
H 1.6310 -2.1143 0.8635
H 0.6970 -2.6848 2.1570
H 0.4840 -3.3228 0.4716
H -1.2485 -2.1363 1.0990
C -2.1594 0.3018 1.6182
O -0.9385 0.9097 1.3126
H -3.0618 0.7256 1.1774
H -2.1184 -0.6982 1.1865
H -2.3694 0.1767 2.6804
H -0.9852 1.8101 1.6421
C 2.2124 -0.0438 1.9182
O 0.8417 0.3094 1.7844
H 2.2787 -1.0985 2.1852
H 2.7222 -0.0475 0.9548
H 2.8215 0.5712 2.5807
H 0.4639 0.2857 2.6666
```

---

This record from OMol25 describes a 2-piece molecular cluster, C3H6O3 overall in a non-equilibrium geometry. The level of theory is ωB97M-V/def2-TZVPD.

Results
multiplicity = 1
Kohn-Sham gap = 10.712 eV
structure (SMILES) = C=CO.O=CO
E_HOMO = -9.88 eV

```
12
C3H6O3 ωB97M-V/def2-TZVPD
C -0.2289 -0.4470 1.5105
C 0.9921 -0.1584 1.0670
O 1.4982 -0.9344 -0.0128
H -0.6106 0.2100 2.2854
H -0.7200 -1.4184 1.6016
H 1.6777 0.6610 1.1905
H 0.9813 -1.7406 -0.1040
O -1.9036 0.3302 -1.0290
C -1.0554 0.9461 -1.6231
O 0.2141 0.5887 -1.7697
H -1.3935 1.8475 -2.1749
H 0.5486 0.1152 -0.9415
```

---

This record from OMol25 describes a 13-piece molecular cluster, C69H151N13O13 overall in a non-equilibrium geometry. The level of theory is ωB97M-V/def2-TZVPD.

Results
multiplicity = 1
Kohn-Sham gap = 8.434 eV
E_HOMO = -8.04 eV

```
246
C69H151N13O13 ωB97M-V/def2-TZVPD
C 1.4510 -2.1812 7.1233
O 2.6443 -2.3185 7.4686
N 0.6437 -3.0268 6.5044
C -0.5789 -2.5240 5.9081
C 1.2167 -4.2843 6.0244
H 0.9630 -1.1700 7.2643
H -0.6667 -1.5016 6.3294
H -1.4649 -3.0974 6.2273
H -0.5439 -2.3865 4.7805
H 1.5681 -4.8904 6.8709
H 0.4700 -4.8514 5.4308
H 2.1169 -3.9839 5.4563
C -2.1263 3.3819 -5.7846
O -2.3698 3.2229 -6.9441
N -0.9141 3.1999 -5.2207
C 0.2054 3.0275 -6.2202
C -0.6338 3.7664 -3.9036
H -2.8539 3.8351 -5.0424
H 0.9562 2.2960 -5.8661
H 0.7178 3.9562 -6.5115
H -0.3043 2.5318 -7.0387
H 0.1122 3.2411 -3.3580
H -0.1387 4.7910 -4.0625
H -1.5011 3.9041 -3.1675
C -3.7460 2.0486 1.8837
O -3.5759 3.0794 1.2571
N -3.2892 1.7625 3.0691
C -3.4453 0.4496 3.6009
C -2.3139 2.6186 3.7352
H -4.5452 1.3609 1.5642
H -4.2824 0.3109 4.2460
H -2.5590 0.0863 4.0830
H -3.5164 -0.2440 2.7697
H -1.3376 2.1132 3.7623
H -2.0879 3.5174 3.1563
H -2.7483 2.8760 4.7318
C -1.1885 5.6180 0.4565
O -0.0631 5.5714 -0.0485
N -2.1584 6.5866 0.3018
C -3.2515 6.7586 1.2459
C -1.9093 7.7328 -0.5401
H -1.4917 4.8445 1.1556
H -3.3699 5.7700 1.7953
H -4.1737 7.0448 0.7238
H -3.0848 7.5602 1.9957
H -0.8518 7.5558 -0.9628
H -2.5513 7.8249 -1.4199
H -1.9531 8.6700 0.0296
C 2.9259 -0.9721 -2.8154
O 2.2124 -0.0383 -3.0779
N 3.1687 -1.4321 -1.5396
C 4.1806 -2.4243 -1.2823
C 2.2166 -1.2041 -0.4678
H 3.5309 -1.5354 -3.5550
H 4.9132 -2.4862 -2.1472
H 3.7348 -3.4416 -1.2052
H 4.8273 -2.0929 -0.4232
H 1.6955 -0.2967 -0.7452
H 1.5468 -2.1001 -0.3049
H 2.7394 -1.0906 0.5123
C 1.9064 -0.2538 -6.3065
O 2.9992 -0.7780 -6.4200
N 1.0330 -0.1017 -7.3679
C -0.3951 0.0036 -7.2980
C 1.5402 -0.6265 -8.6907
H 1.3788 -0.0175 -5.4070
H -0.5582 0.2934 -6.2171
H -1.0503 -0.8172 -7.4949
H -0.6996 0.8243 -7.8981
H 1.0316 -1.5522 -9.0099
H 1.3330 0.0643 -9.4965
H 2.5689 -0.6746 -8.5617
C -0.3038 1.5266 5.9265
O -1.1508 0.6509 6.2262
N 0.5373 1.5846 4.9101
C 1.4375 2.7255 4.8498
C 0.7757 0.4371 4.0315
H -0.2832 2.4479 6.4374
H 2.4626 2.5401 5.1943
H 1.0160 3.6662 5.3323
H 1.5317 3.0493 3.7749
H 0.5828 -0.4884 4.5774
H 0.0855 0.3894 3.1559
H 1.8477 0.5200 3.7186
C -1.1798 -0.0682 0.4713
O -1.2167 0.0614 1.7360
N -0.6241 0.7724 -0.4421
C -0.6907 0.4948 -1.8441
C 0.0409 1.9456 0.0560
H -1.6002 -0.9640 0.0238
H -1.2737 1.2955 -2.3166
H -1.3138 -0.3825 -2.0176
H 0.3550 0.3024 -2.3114
H -0.5008 2.8681 -0.1718
H -0.0872 1.9136 1.1318
H 1.0730 2.0008 -0.2335
C -3.6459 -5.0708 -4.2151
C -2.2163 -4.6652 -4.5055
C -2.0353 -3.1692 -4.6599
C -0.6201 -2.6300 -4.5837
C 0.0347 -3.0551 -3.2539
C -0.0703 -4.5704 -3.0527
N -1.4739 -4.9970 -3.2779
O -1.5324 -6.4908 -3.0575
C 1.0426 -5.3113 -3.9831
C 0.3028 -4.9145 -1.5691
C -1.7042 -5.3619 -5.6838
H -3.7269 -6.1428 -4.0253
H -4.3649 -4.7677 -4.9913
H -3.9305 -4.5961 -3.2460
H -2.4708 -2.8523 -5.5522
H -2.6593 -2.7286 -3.8960
H -0.5597 -1.5842 -4.5294
H -0.0323 -3.0308 -5.3698
H -0.4072 -2.5271 -2.3952
H 1.1171 -2.7830 -3.1564
H 1.3728 -4.8025 -4.9107
H 1.9447 -5.5493 -3.3770
H 0.7343 -6.3523 -4.1716
H -0.3526 -4.4871 -0.8175
H 0.4167 -6.0122 -1.4592
H 1.2975 -4.4164 -1.4505
H -0.8800 -4.7864 -6.1252
H -2.4265 -5.5279 -6.4591
H -1.3090 -6.2970 -5.4091
H -2.2653 -6.4453 -2.4680
C 6.6751 -0.6538 5.9484
C 5.4560 -0.9348 5.0230
C 5.8075 -0.4410 3.6355
C 6.6239 -1.4629 2.9135
C 5.9993 -2.8455 2.7988
C 5.8860 -3.3857 4.2786
N 5.0463 -2.3894 4.9929
O 5.0064 -2.8781 6.3407
C 4.9686 -4.7067 4.2280
C 7.2286 -3.8359 4.8311
C 4.2744 -0.0441 5.5481
H 6.5541 -1.3145 6.8332
H 6.5990 0.3778 6.3094
H 7.6409 -0.7821 5.4494
H 4.9443 -0.0769 3.1548
H 6.3827 0.4836 3.7748
H 7.6080 -1.4140 3.4416
H 6.7823 -1.1602 1.8843
H 6.5212 -3.4524 2.0446
H 4.8960 -2.8127 2.5335
H 4.0630 -4.5398 3.6210
H 5.4914 -5.5731 3.8199
H 4.6640 -4.9400 5.2219
H 7.1495 -4.2452 5.8249
H 7.5360 -4.6431 4.1588
H 8.0698 -3.1192 4.7986
H 3.3058 -0.5114 5.3781
H 4.4275 0.9087 5.0906
H 4.4511 0.0695 6.6371
H 4.0954 -2.5458 6.6597
C -5.3604 -3.1032 -1.1126
C -5.1622 -3.6881 0.2713
C -5.0932 -5.2284 0.0755
C -4.4848 -5.9996 1.2171
C -3.1557 -5.4045 1.5641
C -3.1079 -3.9142 1.9137
N -3.8031 -3.3294 0.7022
O -3.7481 -1.9156 0.8038
C -3.6862 -3.4563 3.2900
C -1.6357 -3.3127 1.9071
C -6.4027 -3.2592 1.1537
H -6.3564 -3.3875 -1.4424
H -4.6576 -3.5047 -1.7786
H -5.4158 -2.0087 -1.1709
H -6.1744 -5.5149 -0.1331
H -4.4963 -5.4451 -0.7418
H -4.3570 -7.0634 0.8971
H -5.0864 -5.9528 2.1625
H -2.6005 -5.4432 0.6540
H -2.7810 -6.0266 2.4152
H -4.6672 -3.9099 3.4176
H -3.1810 -3.8785 4.1084
H -3.9007 -2.4094 3.3436
H -1.3375 -3.2655 0.8750
H -1.6208 -2.2702 2.3649
H -0.9334 -4.0371 2.3936
H -6.6266 -3.8864 2.0100
H -7.2858 -3.3738 0.5003
H -6.4156 -2.2153 1.4943
H -4.3747 -1.5956 1.4906
C 3.6656 3.4721 -1.6590
C 4.6261 3.1930 -0.5045
C 6.0389 3.2673 -1.0800
C 7.1324 3.2332 -0.0077
C 6.8661 4.3684 0.9573
C 5.4507 4.4548 1.5711
N 4.4773 4.3369 0.4244
O 3.1969 4.4166 1.1197
C 5.3084 3.2403 2.5482
C 5.2397 5.7639 2.2563
C 4.4028 1.7643 0.0102
H 3.8798 2.8421 -2.4852
H 3.6699 4.5624 -1.8453
H 2.6805 3.1578 -1.3945
H 6.0640 2.4932 -1.8677
H 6.1019 4.2490 -1.6249
H 8.1156 3.4548 -0.5103
H 7.2281 2.2828 0.4294
H 6.8909 5.3372 0.4662
H 7.6583 4.3937 1.6770
H 4.2717 3.1247 2.9370
H 5.6728 2.3622 2.0694
H 5.9835 3.4279 3.3999
H 4.2444 5.7849 2.6755
H 5.9810 5.8307 3.0718
H 5.4255 6.6101 1.6192
H 5.2994 1.3630 0.4870
H 4.1419 1.0227 -0.8198
H 3.6516 1.7002 0.7491
H 2.6001 4.8010 0.4495
C -5.7253 1.5467 -0.9319
C -5.0544 1.7988 -2.3289
C -6.0602 1.7986 -3.4160
C -6.9425 2.9933 -3.4356
C -6.1113 4.3356 -3.5383
C -5.0348 4.3852 -2.4307
N -4.3084 3.0735 -2.3997
O -3.2274 3.0509 -1.5827
C -4.0632 5.4146 -2.8202
C -5.6626 4.8301 -1.1227
C -3.9930 0.7471 -2.6841
H -5.3792 0.6020 -0.5675
H -6.8300 1.5784 -1.0782
H -5.3909 2.2391 -0.2286
H -5.5526 1.6695 -4.3621
H -6.7293 0.9524 -3.3967
H -7.4621 3.0691 -2.4934
H -7.7255 2.8859 -4.2980
H -6.7970 5.1806 -3.4367
H -5.5872 4.4446 -4.4581
H -3.2332 5.5439 -2.1075
H -3.6726 5.1470 -3.7926
H -4.6601 6.3250 -2.9274
H -5.0177 4.9053 -0.3029
H -5.9712 5.8331 -1.1630
H -6.5205 4.2434 -0.7972
H -4.5247 -0.1370 -2.9025
H -3.3403 0.5004 -1.8737
H -3.4662 1.1054 -3.5946
H -3.5233 3.2257 -0.6751
```

---

Which of these has the highest multiplicity? C3H3AuO3